86
Properties=species:S:1:pos:R:3 method="wB97M-V/def2-TZVPD" e_above_lowest_kj_mol=0.0 molar_mass_g_mol=709.44 homo_ev="-7.4 / -11.2" orbital_gap_ev="4.384 / 2.509" multiplicity=5 e_tot_ev=-91602.5493 fmax_ev_per_a=14.61 charge=+1
Ti 2.9780 0.5738 1.8640
O 0.3628 -0.1718 -1.1832
C 0.7636 0.0874 0.0737
O 1.2248 1.2225 0.3871
O 0.6380 -0.8089 0.9092
H 0.2928 0.7625 -1.3924
C -3.1138 2.9988 1.3352
O -3.4030 2.3458 2.3361
N -3.9443 3.9478 0.9697
N -2.1286 2.8959 0.5215
H -3.9080 4.3652 0.0506
H -4.6850 4.0988 1.6394
H -1.4985 2.1126 0.6203
H -2.0428 3.5810 -0.2156
C 1.3715 2.1702 3.9029
O 2.4089 1.5607 3.8476
N 0.7941 2.5369 4.9892
N 0.7145 2.3842 2.7896
H -0.0632 3.0688 4.9430
H 1.3985 2.4691 5.7956
H -0.0246 3.0722 2.8115
H 0.9976 1.9711 1.9124
C 3.9918 -1.7532 -0.4476
O 4.0976 -0.5850 -0.1968
N 4.5504 -2.7762 0.1780
N 3.1427 -2.0861 -1.4067
H 4.3251 -3.6983 -0.1673
H 4.9922 -2.6558 1.0782
H 2.4864 -1.4480 -1.8335
H 3.0596 -3.0864 -1.5189
C 0.9128 -0.1997 -4.7583
O 0.7384 -0.4748 -5.8143
N 1.9152 0.3140 -4.1866
N -0.0362 -0.4761 -3.9180
H 1.7445 0.8268 -3.3334
H 2.7127 0.4255 -4.7962
H 0.1515 -0.6050 -2.9340
H -0.8251 -0.9175 -4.3684
C 2.1298 -2.6791 3.3215
O 2.8324 -1.6767 3.1538
N 1.0998 -3.1366 2.6855
N 2.2688 -3.3901 4.3756
H 0.7945 -2.5732 1.9048
H 0.6270 -3.9800 2.9777
H 1.9164 -4.3224 4.2124
H 3.0502 -3.3023 5.0095
C 1.2125 3.1356 -2.4890
O 0.5305 2.1235 -2.2970
N 2.2382 3.5284 -1.8666
N 0.9854 3.9285 -3.5063
H 2.8215 4.0877 -2.4725
H 2.5392 2.7988 -1.2364
H 0.3539 3.5884 -4.2174
H 1.5213 4.7704 -3.6617
C -2.5521 2.3253 -4.4435
O -3.4736 3.0678 -4.8887
N -2.3140 2.0483 -3.1081
N -1.5669 1.7396 -5.1459
H -2.9560 2.3656 -2.3959
H -1.3423 1.8822 -2.8881
H -1.1930 0.8846 -4.7597
H -1.5054 2.0051 -6.1185
C -1.4722 -0.8450 5.0844
O -2.3706 -0.3111 5.7142
N -1.1535 -2.0664 5.1713
N -0.9872 -0.2444 4.0575
H -0.4081 -2.4958 4.6420
H -1.3078 -2.5489 6.0451
H -0.1511 -0.5687 3.5928
H -1.3727 0.6810 3.9345
C -0.2774 -4.0977 -1.4248
O -0.4448 -5.1942 -1.9031
N 0.4535 -3.2430 -2.1526
N -0.4179 -3.6640 -0.2128
H 0.6699 -3.6685 -3.0427
H 1.0201 -2.4487 -1.8917
H -0.0597 -2.7811 0.1222
H -0.6324 -4.4206 0.4209
C -4.0022 -1.2415 -0.0984
O -5.1761 -1.4096 0.0279
N -3.1092 -1.9002 0.6641
N -3.4866 -0.3220 -0.8650
H -3.5940 -2.5544 1.2618
H -2.1044 -1.9043 0.5623
H -2.5173 -0.3235 -1.1488
H -4.2095 0.3041 -1.1900

---

70
Properties=species:S:1:pos:R:3 method="wB97M-V/def2-TZVPD" e_above_lowest_kj_mol=141.2 molar_mass_g_mol=453.46 homo_ev=-5.8 orbital_gap_ev=8.094 e_tot_ev=-46698.5609 fmax_ev_per_a=2.69 charge=-1
C 0.3294 0.8140 0.1944
O -1.0638 0.9865 0.1443
H 0.8135 1.2837 -0.6779
H 0.8557 1.0385 1.1313
H 0.4044 -0.2748 0.0366
C -1.0471 -3.1436 -0.8511
C -0.4980 -4.5517 -0.8295
O -1.4753 -5.4012 -0.2475
O -2.2017 -3.0587 -1.6828
H -0.3486 -2.3424 -1.1240
H -1.3899 -2.8358 0.1472
H 0.4126 -4.6162 -0.2268
H -0.4073 -4.8207 -1.8830
H -1.5783 -5.1905 0.6839
H -2.8030 -2.3678 -1.3691
C 3.3350 3.0356 2.1548
C 3.3495 1.6988 2.9236
O 4.7314 1.3674 3.2047
O 4.3099 3.9163 2.6623
H 2.3025 3.3857 2.1718
H 3.5189 2.7107 1.1221
H 2.8434 0.8745 2.4226
H 2.9615 1.7753 3.9399
H 5.2218 1.2343 2.3839
H 4.9630 3.2897 3.0171
C -5.5694 -1.2829 -0.9220
C -4.3212 -0.9203 -0.1573
O -3.3449 -0.3853 -1.0267
O -5.4276 -2.1384 -2.0490
H -5.9247 -0.3253 -1.3342
H -6.3859 -1.5954 -0.2672
H -3.9301 -1.8443 0.2932
H -4.6384 -0.2525 0.6467
H -2.6846 0.1175 -0.5182
H -5.4059 -1.5673 -2.8165
C 3.3044 -2.9260 2.9373
C 2.3065 -3.0180 1.8166
O 2.1765 -1.8499 1.0386
O 3.1426 -1.6751 3.6063
H 4.3199 -3.0381 2.5373
H 3.1864 -3.6996 3.6961
H 1.3218 -3.2870 2.2257
H 2.4760 -3.9366 1.2395
H 1.8282 -2.0259 0.1608
H 2.7069 -1.0926 2.9744
C 0.6933 -0.6755 -3.9050
O 0.6972 -1.5369 -4.7649
N 1.6878 0.2768 -3.7217
N -0.3032 -0.5242 -2.9779
H 2.5308 0.2048 -4.2574
H 1.5131 1.0010 -3.0552
H -1.0055 -1.2496 -3.0612
H -0.5308 0.2463 -2.3747
C 1.0818 4.7872 -1.5799
O 1.7198 5.6607 -2.1610
N 1.1612 4.5891 -0.2330
N 0.2543 3.9161 -2.2192
H 1.7338 5.2409 0.2714
H 0.4870 4.0330 0.2644
H -0.0917 4.2902 -3.0871
H -0.2323 3.1610 -1.7737
O -2.6089 3.3179 1.3729
H -3.0902 3.5013 0.5598
H -1.9780 2.6158 1.1202
O -1.7165 -0.8680 2.4278
H -0.9186 -1.0522 2.9328
H -1.3932 -0.5601 1.5601
O -2.4054 2.7354 -1.4514
H -2.0249 2.8812 -2.3206
H -1.9366 1.9432 -1.0957

---

94
Properties=species:S:1:pos:R:3 method="wB97M-V/def2-TZVPD" e_above_lowest_kj_mol=68.1 molar_mass_g_mol=765.69 homo_ev=-9.0 orbital_gap_ev=7.213 e_tot_ev=-86864.7361 fmax_ev_per_a=3.30
Be -2.6909 -2.1107 -0.0801
S -0.4442 -0.2387 -0.1378
O -1.2248 -0.7341 1.0022
O -0.3611 1.2342 -0.1994
O 0.9257 -0.7444 -0.2627
O -1.2778 -0.6544 -1.3143
C -0.1210 2.4017 3.4540
O -0.2770 2.7912 4.6047
N 0.5162 1.2134 3.1385
N -0.7536 2.9502 2.3923
H 0.4130 0.8105 2.2230
H 0.8200 0.6262 3.8917
H -1.1171 3.8585 2.6375
H -0.6619 2.6986 1.4253
C -4.1188 -0.2435 -2.6259
O -4.1781 -1.0282 -1.6636
N -5.2144 0.1921 -3.3065
N -2.9584 0.1489 -3.2373
H -6.1159 -0.2333 -3.1878
H -5.1403 0.8548 -4.0536
H -2.1727 0.0119 -2.6101
H -3.0533 0.8853 -3.9105
C 0.1400 -4.0566 -0.7826
O -0.9675 -3.5766 -0.4724
N 0.2372 -5.3121 -1.3064
N 1.2871 -3.3848 -0.7314
H -0.5477 -5.8987 -1.5070
H 1.1715 -5.6273 -1.4977
H 2.1829 -3.7791 -0.9689
H 1.2945 -2.3949 -0.5292
C 3.8006 3.5070 0.8326
O 3.3701 4.4780 0.2175
N 5.0270 3.4136 1.4295
N 3.0148 2.4284 1.0968
H 5.7230 4.1307 1.4644
H 5.1337 2.5894 1.9959
H 2.0595 2.4874 0.7883
H 3.3308 1.5412 1.5087
C 4.2195 -0.5964 -1.8999
O 3.9035 -1.6717 -2.4117
N 5.4490 -0.0439 -2.1338
N 3.3262 0.2153 -1.2727
H 6.1978 -0.6794 -2.3289
H 5.5666 0.9438 -2.0087
H 2.4036 -0.1733 -1.1353
H 3.6656 1.0558 -0.8461
C -4.1279 0.1101 2.3802
O -4.1930 -0.8044 1.5455
N -2.9557 0.5888 2.8739
N -5.2094 0.7891 2.8860
H -2.1810 0.1409 2.4188
H -2.9492 1.3933 3.4697
H -6.1307 0.5661 2.5581
H -5.0554 1.1764 3.7978
C -3.0646 3.5068 -0.5768
O -4.1967 3.9666 -0.7162
N -1.9353 4.2834 -0.5981
N -2.8817 2.1985 -0.2004
H -2.0386 5.2561 -0.8103
H -1.0552 3.7995 -0.5969
H -3.7501 1.6975 -0.1346
H -1.9632 1.7294 -0.2262
C 0.7509 -2.3542 -3.7883
O 1.4785 -3.2975 -4.0663
N 1.2954 -1.1203 -3.5251
N -0.6209 -2.3241 -3.8988
H 0.7918 -0.5527 -2.8570
H 2.3061 -1.0896 -3.3656
H -1.0708 -1.5547 -3.4299
H -1.0086 -3.2520 -3.8877
C 1.0494 2.6317 -3.3359
O 1.5939 3.1197 -4.3095
N 1.0657 3.0644 -2.0342
N 0.0774 1.6431 -3.4667
H 0.5924 2.3252 -1.5418
H 1.8107 3.6319 -1.6486
H 0.0059 1.0824 -4.2983
H -0.2224 1.1338 -2.6437
C -2.1126 -3.3176 3.0091
O -2.5658 -3.5422 1.8766
N -1.4417 -2.1779 3.3169
N -2.3548 -4.1202 4.0815
H -1.0443 -1.5998 2.5906
H -1.0228 -2.2008 4.2303
H -1.9716 -3.8692 4.9717
H -3.0453 -4.8453 4.0285
C 3.6114 -1.0063 2.3882
O 3.9815 0.1333 2.1305
N 2.7653 -1.7630 1.6052
N 4.0625 -1.7121 3.4623
H 2.5148 -1.4083 0.6933
H 2.3110 -2.5402 2.0435
H 3.5577 -2.4841 3.8553
H 4.7646 -1.3176 4.0631

---

91
Properties=species:S:1:pos:R:3 method="wB97M-V/def2-TZVPD" molar_mass_g_mol=787.52 homo_ev=-11.2 orbital_gap_ev=9.009 e_tot_ev=-73912.9545 fmax_ev_per_a=7.84 charge=+1
Y -0.5796 -0.2767 0.0731
F 0.4969 0.8243 -1.7160
F -0.3402 -0.7959 2.3172
C -2.1912 2.7676 1.2422
O -1.6948 1.6235 1.0202
N -2.5126 3.0987 2.4282
N -2.6974 3.6730 0.4573
H -2.3407 2.4663 3.1967
H -2.9174 3.9977 2.6476
H -2.7221 4.6265 0.7893
H -2.6326 3.4992 -0.5356
C 2.6930 -1.6697 0.3380
O 1.5202 -1.4760 0.0441
N 3.6842 -1.2980 -0.4013
N 3.2248 -2.2238 1.4031
H 4.6420 -1.5122 -0.1631
H 3.3902 -0.9110 -1.2867
H 4.2314 -2.3068 1.4093
H 2.5539 -2.6777 2.0064
C 0.8231 -0.3265 -4.8725
O -0.3088 -0.4127 -5.1033
N 1.5070 0.7187 -5.0944
N 1.4819 -1.2512 -4.2565
H 0.8322 1.3215 -5.5431
H 2.4249 1.0625 -4.8509
H 2.4443 -1.1094 -3.9850
H 0.9795 -2.0629 -3.9267
C -0.7851 -2.8873 -2.4401
O -0.6186 -1.9802 -1.6902
N -1.1084 -2.7610 -3.7157
N -0.5473 -4.0968 -2.1592
H -1.1660 -3.5633 -4.3265
H -1.3346 -1.8529 -4.0956
H -0.1741 -4.3052 -1.2442
H -0.9721 -4.8120 -2.7320
C -3.2755 -2.4654 0.8552
O -2.3539 -1.7608 0.5171
N -4.2872 -2.0409 1.5347
N -3.4954 -3.7037 0.5355
H -5.0476 -2.6926 1.6658
H -4.4021 -1.1301 1.9559
H -2.8292 -4.2770 0.0379
H -4.2693 -4.2052 0.9474
C -2.8515 0.6372 -2.3725
O -2.2434 0.3761 -1.3721
N -4.1407 0.9170 -2.3217
N -2.3198 0.7627 -3.5592
H -4.7181 0.8690 -3.1490
H -4.5330 1.0619 -1.4024
H -1.3155 0.6799 -3.4919
H -2.8779 0.6163 -4.3881
C 4.1403 2.0573 -1.4681
O 5.3747 2.1020 -1.6029
N 3.5357 2.9793 -0.8431
N 3.2999 1.2993 -2.1064
H 3.9681 3.8771 -0.6784
H 2.5490 3.0929 -1.0264
H 2.2990 1.3473 -1.9802
H 3.5830 0.6239 -2.8020
C 1.1121 -3.8906 3.7619
O 1.3144 -4.2291 2.6466
N 1.3091 -4.6232 4.8234
N 0.4837 -2.8379 4.0878
H 1.7999 -5.4671 4.5643
H 1.0930 -4.2328 5.7295
H 0.5199 -2.4167 5.0050
H 0.3058 -2.2908 3.2577
C 1.5809 1.8561 1.8936
O 0.9369 1.1502 1.1067
N 1.0233 2.8675 2.3971
N 2.8702 1.7464 2.1567
H 1.4081 3.4220 3.1485
H 0.1022 3.0923 2.0491
H 3.3799 2.4116 2.7204
H 3.3814 1.1848 1.4908
C 0.4559 4.1039 -2.4435
O 0.2266 5.2779 -2.4715
N 0.7971 3.5344 -1.3543
N 0.3278 3.3114 -3.4752
H 0.6622 4.1673 -0.5788
H 0.8961 2.5303 -1.3992
H 0.0969 3.5952 -4.4166
H 0.4673 2.3174 -3.3625
C -1.3380 0.0044 5.4638
O -1.7911 0.4188 6.5166
N -0.1023 0.0494 5.1661
N -2.0804 -0.4924 4.5075
H 0.0692 -0.1346 4.1879
H 0.4065 0.5829 5.8566
H -1.7155 -0.7748 3.6091
H -3.0747 -0.3688 4.6352

---

78
Properties=species:S:1:pos:R:3 method="wB97M-V/def2-TZVPD" e_above_lowest_kj_mol=715.4 molar_mass_g_mol=520.55 homo_ev=-8.4 orbital_gap_ev=8.131 smiles="NC(N)=O.NC(N)=O.NC(N)=O.NC(N)=O.NC(N)=O.NC(N)=O.CO.CO.CO.CO.CO" e_tot_ev=-52521.3444 fmax_ev_per_a=8.47
N -1.4556 -2.0211 -3.0765
C -1.0686 -1.1621 -2.1465
N -0.2046 -1.7121 -1.3235
O -1.5016 0.1089 -2.0635
H -2.1076 -1.6291 -3.8245
H -1.2726 -3.0201 -2.8955
H 0.0954 -1.1071 -0.5595
H 0.3674 -2.6401 -1.5225
N -1.8466 -3.3801 0.1935
C -1.5756 -3.3941 1.4915
N -2.2636 -4.3211 2.0795
O -0.6306 -2.5961 2.1985
H -1.1956 -2.7751 -0.3365
H -2.3966 -4.0381 -0.3775
H -2.4066 -4.1311 3.0795
H -2.8956 -4.8691 1.5745
N -4.4246 0.8229 1.0215
C -4.2556 -0.4341 0.9745
N -3.3476 -0.8881 0.1595
O -5.0176 -1.2451 1.8095
H -5.1496 1.1929 1.6735
H -3.8956 1.5309 0.5305
H -3.1496 -1.8611 0.3655
H -2.6066 -0.4321 -0.1975
N -0.3956 -0.0931 1.0205
C 0.2654 0.7149 0.3015
N 1.4084 0.1999 -0.0485
O -0.2236 1.8779 -0.2785
H -1.1676 0.2819 1.5265
H -0.1416 -0.9961 1.3695
H 2.1254 0.7119 -0.5245
H 1.7034 -0.7241 0.4425
N 2.4544 -0.4921 -3.1235
C 3.6024 -0.7411 -2.6055
N 4.5724 -0.9351 -3.4055
O 3.7014 -0.8241 -1.2275
H 1.6514 -0.4401 -2.4935
H 2.2834 -0.2261 -4.1735
H 5.5224 -1.2421 -3.1025
H 4.5594 -0.7401 -4.4225
N 3.2674 -3.3511 -0.3815
C 2.4374 -3.3791 0.6155
N 2.0994 -4.5801 1.0565
O 1.9464 -2.1511 1.0945
H 3.5424 -2.4041 -0.7445
H 3.6744 -4.1771 -0.8345
H 1.6274 -4.6611 1.9455
H 2.6884 -5.3901 0.7675
C 0.2434 5.1689 -2.1815
O 0.0284 3.8159 -2.6515
H -0.4226 5.5779 -1.4825
H 0.0644 5.7459 -3.1335
H 1.1924 5.3749 -1.8175
H -0.1326 3.1809 -1.9065
C -2.1506 1.2649 4.1105
O -2.1136 0.9959 2.7885
H -2.1166 2.3289 4.2625
H -1.4426 0.6369 4.6055
H -3.0876 0.9719 4.5545
H -2.9526 1.0729 2.3895
C -2.6076 3.8119 0.3185
O -2.7496 2.6399 -0.4705
H -2.0436 3.6709 1.2645
H -3.5816 4.1299 0.5685
H -2.1966 4.6879 -0.2645
H -1.8956 2.2779 -0.7895
C 2.3674 0.8579 3.3135
O 0.9424 0.7899 3.3155
H 2.5254 1.9109 3.4055
H 2.9384 0.6449 2.3925
H 2.8654 0.4249 4.1125
H 0.6244 0.4219 2.5505
C 2.7644 2.5539 -2.1345
O 3.2224 2.1129 -0.8715
H 2.8704 3.6439 -2.4745
H 1.7134 2.3149 -2.1835
H 3.1814 1.9709 -2.9795
H 2.9514 2.7579 -0.2115